1.
Here is a cluster of 10 separate species, C48H56O24S4 in total from the OMol25 dataset. Energies are from ωB97M-V/def2-TZVPD.

Computed properties:
orbital gap	8.130	eV
SMILES	O=C1C=CC(=O)C=C1.O=C1C=CC(=O)C=C1.O=C1C=CC(=O)C=C1.O=C1C=CC(=O)C=C1.O=C1C=CC(=O)C=C1.O=C1C=CC(=O)C=C1.CCOS(C)(=O)=O.CCOS(C)(=O)=O.CCOS(C)(=O)=O.CCOS(C)(=O)=O
E_tot	-143147.925	eV
energy above the lowest of the compared OMol25 structures with the same formula, charge and spin	131.9	kcal/mol

Atoms and positions in Å:
O -6.8339 30.5940 -1.4117
C -5.9028 29.8396 -1.7352
C -5.2614 28.8287 -0.7467
C -4.6149 27.7084 -1.2429
C -4.4081 27.2664 -2.5974
O -4.0055 26.1765 -2.9504
C -4.6722 28.4266 -3.5177
C -5.3016 29.5917 -3.1360
H -5.2374 29.2080 0.2642
H -4.0830 27.1398 -0.4945
H -4.3067 28.2221 -4.5132
H -5.5021 30.2889 -3.9360
O -20.1984 31.5714 -4.1715
C -20.6330 32.2138 -3.1899
C -21.0584 31.4684 -1.9622
C -21.4090 32.0882 -0.7551
C -21.2395 33.5616 -0.6228
O -21.3597 34.1874 0.4551
C -21.1210 34.2439 -1.9564
C -20.8987 33.6209 -3.1204
H -21.0711 30.3948 -2.0787
H -21.7300 31.4139 0.0251
H -21.3155 35.3062 -1.9484
H -21.0631 34.0719 -4.0878
O -7.5412 22.9901 0.8652
C -8.5065 23.7052 1.0765
C -9.7189 24.0228 0.2665
C -10.7771 24.6790 0.7498
C -10.5995 25.7036 1.8265
O -11.4880 26.4846 2.1280
C -9.4260 25.3931 2.5901
C -8.5501 24.4012 2.3201
H -9.7518 23.3929 -0.6101
H -11.7380 24.6211 0.2603
H -9.1209 25.9865 3.4394
H -7.7074 24.2318 2.9739
O -20.8927 27.2422 -10.1561
C -19.7650 27.0069 -9.8390
C -19.0546 27.9091 -8.9345
C -17.7907 27.7180 -8.5340
C -16.9932 26.5322 -8.8249
O -15.9800 26.3037 -8.2036
C -17.6946 25.6107 -9.7410
C -18.9644 25.8730 -10.2421
H -19.4922 28.7645 -8.4414
H -17.2818 28.4719 -7.9518
H -17.2818 24.6916 -10.1301
H -19.5038 25.1106 -10.7845
O -14.8034 32.6351 4.2147
C -15.6607 32.5343 5.1251
C -15.4774 32.5421 6.5717
C -16.4897 32.7983 7.4989
C -17.9242 32.9748 7.0815
O -18.8606 33.1612 7.8554
C -18.0763 32.7801 5.6117
C -17.0588 32.5410 4.7728
H -14.4920 32.2764 6.9248
H -16.2375 32.8787 8.5460
H -19.0192 32.8307 5.0875
H -17.3833 32.2720 3.7785
O -15.6693 31.3455 -1.6540
C -14.7732 30.5854 -2.0020
C -14.8120 29.8412 -3.2312
C -13.7438 29.1011 -3.6492
C -12.5161 28.9954 -2.9276
O -11.5424 28.3991 -3.3330
C -12.4654 29.7116 -1.6107
C -13.5355 30.4606 -1.2677
H -15.7577 29.7838 -3.7496
H -13.9539 28.3385 -4.3845
H -11.6057 29.8038 -0.9635
H -13.2398 31.1676 -0.5066
C -14.9336 34.2457 -5.0565
C -13.5375 34.4141 -4.3587
O -12.6830 34.8808 -5.4061
S -11.8816 33.7400 -6.3132
C -10.6620 33.1346 -5.0062
O -12.6658 32.6338 -6.7555
O -11.1054 34.4605 -7.2674
H -15.8703 34.2560 -4.4992
H -15.0336 33.3463 -5.6641
H -15.0864 35.1170 -5.6934
H -13.6218 35.1729 -3.5808
H -13.2318 33.4285 -4.0075
H -9.9598 32.6210 -5.6629
H -11.2532 32.5130 -4.3337
H -10.4586 34.0230 -4.4084
C -10.4605 27.1328 -9.9435
C -8.9502 27.4626 -9.7834
O -8.3639 26.6315 -8.7650
S -6.9838 25.8739 -9.1494
C -7.5744 24.4948 -10.2583
O -6.1176 26.7616 -9.9585
O -6.4934 25.2577 -7.8588
H -10.9129 27.6032 -10.8165
H -10.9904 27.2628 -8.9999
H -10.5462 26.1298 -10.3614
H -8.3881 27.5921 -10.7083
H -8.8200 28.4728 -9.3954
H -8.0069 23.7542 -9.5856
H -6.7789 24.0842 -10.8802
H -8.3521 24.7749 -10.9689
C -16.6028 36.8250 1.2697
C -16.0820 38.0036 0.5646
O -17.2684 38.6769 0.2102
S -17.8623 39.8770 1.2952
C -16.5411 41.1474 0.9532
O -19.1012 40.3639 0.6655
O -17.7369 39.4816 2.7035
H -17.2172 36.3271 0.5196
H -17.0959 37.1177 2.1966
H -15.7733 36.1304 1.4025
H -15.3136 38.6156 1.0369
H -15.5942 37.5834 -0.3149
H -15.6306 40.9643 1.5238
H -17.0405 42.0530 1.2975
H -16.3360 41.2260 -0.1144
C -11.8004 21.8485 -5.4316
C -12.8716 22.7234 -6.0507
O -14.1292 22.0316 -6.1534
S -14.9159 21.8105 -4.7059
C -16.7025 21.8330 -5.3891
O -14.7761 20.3817 -4.3707
O -14.5819 22.8154 -3.7283
H -11.9627 21.4690 -4.4228
H -10.9261 22.4785 -5.2678
H -11.6643 20.9150 -5.9777
H -12.8699 23.6855 -5.5384
H -12.6856 23.0815 -7.0632
H -16.6899 21.1550 -6.2424
H -16.9474 22.8014 -5.8254
H -17.4389 21.5792 -4.6266

Löwdin population analysis, charges in e, atoms 1 to 99:
1 O 0.068
2 C -0.321
3 C 0.048
4 C -0.005
5 C -0.411
6 O 0.125
7 C 0.026
8 C 0.033
9 H 0.107
10 H 0.113
11 H 0.115
12 H 0.102
13 O 0.075
14 C -0.380
15 C 0.041
16 C 0.038
17 C -0.344
18 O 0.078
19 C 0.032
20 C -0.007
21 H 0.111
22 H 0.109
23 H 0.121
24 H 0.126
25 O 0.120
26 C -0.399
27 C 0.026
28 C 0.028
29 C -0.389
30 O 0.110
31 C 0.015
32 C 0.004
33 H 0.117
34 H 0.121
35 H 0.121
36 H 0.126
37 O 0.140
38 C -0.435
39 C 0.024
40 C 0.005
41 C -0.407
42 O 0.113
43 C 0.052
44 C 0.034
45 H 0.123
46 H 0.121
47 H 0.112
48 H 0.119
49 O 0.084
50 C -0.380
51 C 0.029
52 C 0.054
53 C -0.360
54 O 0.100
55 C 0.021
56 C -0.012
57 H 0.113
58 H 0.111
59 H 0.118
60 H 0.122
61 O 0.104
62 C -0.418
63 C 0.033
64 C 0.030
65 C -0.408
66 O 0.116
67 C 0.047
68 C 0.004
69 H 0.124
70 H 0.126
71 H 0.121
72 H 0.120
73 C -0.070
74 C -0.240
75 O -0.282
76 S 0.622
77 C -0.075
78 O -0.280
79 O -0.278
80 H 0.068
81 H 0.065
82 H 0.076
83 H 0.122
84 H 0.095
85 H 0.069
86 H 0.040
87 H 0.068
88 C -0.053
89 C -0.272
90 O -0.268
91 S 0.707
92 C -0.100
93 O -0.323
94 O -0.326
95 H 0.077
96 H 0.083
97 H 0.062
98 H 0.114
99 H 0.117

2.
Here is a structure of composition C48H57AuN4OP2SSi from the OMol25 dataset. Energies are from ωB97M-V/def2-TZVPD.

Computed properties:
orbital gap (alpha / beta)	7.198 / 6.049	eV
2S+1	3
E_tot	-99682.701	eV
net charge	+2
energy above the lowest of the compared OMol25 structures with the same formula, charge and spin	0.0	kcal/mol

Atoms and positions in Å:
Au 0.0171 0.1434 0.7954
C -1.7526 2.0168 3.4368
Si -0.3938 0.8023 3.0537
C -0.7162 -0.8757 3.8914
C -0.5910 -1.0121 5.2739
C -0.7393 -2.2478 5.8941
C -1.0148 -3.3841 5.1441
C -1.1532 -3.2827 3.7675
C -1.0085 -2.0378 3.1584
P -1.2532 -1.8535 1.3953
C -0.9497 -3.3595 0.4899
C 0.3725 -3.7668 0.2981
C 0.6368 -4.9398 -0.3872
C -0.4115 -5.7004 -0.8912
C -1.7266 -5.2920 -0.7103
C -2.0026 -4.1210 -0.0207
C -2.9039 -1.2417 1.0761
C -3.3010 -0.9945 -0.2435
C -4.5560 -0.4673 -0.4937
C -5.4111 -0.1720 0.5624
C -5.0130 -0.4015 1.8734
C -3.7598 -0.9325 2.1362
C 1.2575 1.3589 3.7575
C 1.3662 2.1091 4.9320
C 2.6060 2.3963 5.4846
C 3.7691 1.9340 4.8790
C 3.6891 1.1934 3.7111
C 2.4401 0.9236 3.1527
P 2.3582 -0.0051 1.6067
C 3.2449 -1.5423 1.8817
C 2.7351 -2.3795 2.8791
C 3.3819 -3.5646 3.1833
C 4.5378 -3.9207 2.4973
C 5.0508 -3.0869 1.5141
C 4.4100 -1.8948 1.2034
C 3.1067 0.9977 0.3195
C 3.2291 2.3757 0.5289
C 3.6727 3.1983 -0.4962
C 3.9974 2.6552 -1.7319
C 3.8731 1.2872 -1.9463
C 3.4175 0.4598 -0.9330
H -1.9035 2.1336 4.5146
H -1.5113 2.9957 3.0186
H -2.6953 1.6755 2.9997
H -0.3508 -0.1479 5.8855
H -0.6285 -2.3259 6.9682
H -1.1225 -4.3450 5.6302
H -1.3678 -4.1622 3.1727
H 1.1923 -3.1680 0.6792
H 1.6609 -5.2585 -0.5323
H -0.2021 -6.6171 -1.4275
H -2.5398 -5.8885 -1.1021
H -3.0283 -3.8071 0.1240
H -2.6265 -1.2053 -1.0652
H -4.8673 -0.2874 -1.5148
H -6.3954 0.2331 0.3620
H -5.6850 -0.1812 2.6930
H -3.4584 -1.1229 3.1591
H 0.4734 2.4734 5.4293
H 2.6686 2.9768 6.3961
H 4.7348 2.1545 5.3144
H 4.5950 0.8372 3.2329
H 1.8365 -2.1021 3.4226
H 2.9886 -4.2085 3.9590
H 5.0458 -4.8450 2.7401
H 5.9602 -3.3567 0.9937
H 4.8331 -1.2409 0.4532
H 3.0036 2.8009 1.4997
H 3.7848 4.2610 -0.3228
H 4.3574 3.2969 -2.5263
H 4.1320 0.8619 -2.9077
H 3.2900 -0.5970 -1.1262
C -4.1403 3.5284 0.4050
N -2.8007 4.0721 0.5696
C -1.7133 3.3129 0.3438
N -0.4925 3.8822 0.5467
O -1.8215 2.1458 -0.0724
H -4.8475 4.3524 0.3690
H -4.4044 2.8589 1.2252
H -4.1956 2.9678 -0.5256
H -2.6956 4.9947 0.9538
H -0.3778 4.8151 0.9007
H 0.3192 3.2969 0.4478
C 1.5944 -2.4358 -5.3565
C 0.8773 -1.6301 -6.4435
C -0.1541 -0.6162 -5.9492
C 0.4021 0.5976 -5.2136
N 0.8801 0.2531 -3.8577
C 0.2570 0.5522 -2.7051
S 0.2773 -0.7240 -1.5166
N -0.3466 1.6952 -2.4827
C -0.1511 2.9923 -3.1473
C -1.4731 3.7164 -3.3923
C -2.3842 3.1343 -4.4753
C -3.1147 1.8480 -4.0894
H 2.0361 -3.3406 -5.7737
H 0.9055 -2.7447 -4.5641
H 2.4228 -1.8827 -4.9004
H 0.3650 -2.3223 -7.1126
H 1.6143 -1.1119 -7.0646
H -0.8943 -1.1072 -5.3072
H -0.7018 -0.2325 -6.8141
H -0.3827 1.3385 -5.1189
H 1.2220 1.0473 -5.7785
H 1.3651 -0.6301 -3.8148
H -0.8874 1.7482 -1.6146
H 0.4141 2.8661 -4.0652
H 0.4696 3.5988 -2.4823
H -1.2245 4.7487 -3.6490
H -2.0212 3.7649 -2.4436
H -1.8117 2.9885 -5.3976
H -3.1317 3.8910 -4.7211
H -2.4346 1.0229 -3.8736
H -3.7822 1.5282 -4.8903
H -3.7224 2.0102 -3.1943

Löwdin population analysis, charges in e, atoms 1 to 99:
1 Au 0.560
2 C -0.179
3 Si 0.531
4 C -0.297
5 C -0.069
6 C -0.042
7 C -0.047
8 C -0.060
9 C -0.396
10 P 0.994
11 C -0.378
12 C -0.103
13 C -0.054
14 C -0.047
15 C -0.050
16 C -0.065
17 C -0.357
18 C -0.097
19 C -0.056
20 C -0.055
21 C -0.058
22 C -0.072
23 C -0.294
24 C -0.078
25 C -0.045
26 C -0.045
27 C -0.068
28 C -0.388
29 P 1.014
30 C -0.354
31 C -0.095
32 C -0.054
33 C -0.050
34 C -0.053
35 C -0.071
36 C -0.367
37 C -0.087
38 C -0.062
39 C -0.055
40 C -0.062
41 C -0.133
42 H 0.045
43 H 0.022
44 H 0.022
45 H 0.109
46 H 0.118
47 H 0.118
48 H 0.115
49 H 0.086
50 H 0.115
51 H 0.117
52 H 0.117
53 H 0.112
54 H 0.084
55 H 0.113
56 H 0.118
57 H 0.117
58 H 0.111
59 H 0.107
60 H 0.118
61 H 0.118
62 H 0.122
63 H 0.098
64 H 0.115
65 H 0.117
66 H 0.116
67 H 0.099
68 H 0.105
69 H 0.114
70 H 0.116
71 H 0.114
72 H 0.091
73 C -0.044
74 N 0.035
75 C -0.650
76 N 0.193
77 O -0.085
78 H 0.095
79 H 0.079
80 H 0.076
81 H 0.143
82 H 0.114
83 H 0.077
84 C -0.107
85 C -0.242
86 C -0.191
87 C -0.160
88 N 0.032
89 C -0.732
90 S 0.647
91 N 0.049
92 C -0.150
93 C -0.178
94 C -0.241
95 C -0.096
96 H 0.080
97 H 0.073
98 H 0.066
99 H 0.111

3.
Here is a structure of composition C48H57BInN12Te from the OMol25 dataset. Energies are from ωB97M-V/def2-TZVPD.

Computed properties:
orbital gap	6.647	eV
E_tot	-81725.556	eV
net charge	+1
energy above the lowest of the compared OMol25 structures with the same formula, charge and spin	0.0	kcal/mol

Atoms and positions in Å:
In -0.2406 -0.1808 -0.2449
C -1.9470 4.1825 -0.0735
C -1.1126 3.0738 -0.0180
N -1.6184 1.8501 0.0568
C -2.9453 1.7149 0.1180
C -3.7629 2.8283 -0.0074
N -3.2676 4.0580 -0.1059
C -3.4494 0.3604 0.4813
C -4.7856 0.0027 0.5216
C -5.1256 -1.2835 0.9343
C -4.1058 -2.1566 1.3007
C -2.7939 -1.7177 1.2371
N -2.4911 -0.4820 0.8544
C -1.6116 -2.5101 1.6821
C -1.7058 -3.6856 2.4123
N -0.6464 -4.2406 2.9921
C 0.5175 -3.6206 2.8480
C 0.6430 -2.4832 2.0611
N -0.4184 -1.9498 1.4703
C -6.5434 -1.7176 0.9796
C -7.5334 -0.8636 1.4487
C -8.8433 -1.3170 1.4851
N -9.2117 -2.5318 1.0844
C -8.2585 -3.3417 0.6284
C -6.9199 -2.9867 0.5602
H -1.5411 5.1859 -0.1088
H -0.0349 3.1692 -0.0450
H -4.8424 2.7406 -0.0120
H -5.5578 0.6855 0.1950
H -4.3450 -3.1586 1.6293
H -2.6533 -4.1896 2.5554
H 1.3739 -4.0447 3.3576
H 1.6004 -2.0063 1.8938
H -7.2908 0.1289 1.8073
H -9.6337 -0.6750 1.8566
H -8.5812 -4.3218 0.2969
H -6.1926 -3.6801 0.1561
C 3.7836 3.6874 -0.4929
C 2.6176 2.9673 -1.0857
C 1.9114 3.3063 -2.2181
C 0.9278 2.3299 -2.3777
N 1.0122 1.4412 -1.3678
N 2.0724 1.8440 -0.5881
B 2.6570 1.0486 0.5954
N 2.8085 -0.4451 0.2460
N 1.8525 -1.2134 -0.3781
C 2.4310 -2.4039 -0.6338
C 3.7377 -2.3961 -0.1449
C 3.9447 -1.1472 0.3963
C 5.1923 -0.6314 1.0337
C 1.8465 -3.5072 -1.4872
C 0.5477 -4.0819 -0.9206
C 2.8540 -4.6546 -1.5967
C 1.6304 -2.9129 -2.8849
N 1.8590 1.2654 1.8837
N 0.5442 0.9209 2.0446
C 0.2321 1.2804 3.3105
C 1.3554 1.8409 3.9310
C 2.3654 1.8177 3.0021
C 3.7643 2.3145 3.1862
C -1.1024 1.1417 4.0332
C -1.5138 -0.3267 4.1646
C -0.9802 1.7103 5.4553
C -2.2048 1.9297 3.3216
C 0.0345 2.2067 -3.5902
C -1.4527 2.2716 -3.2345
C 0.3297 3.3559 -4.5577
C 0.3961 0.8865 -4.2821
H 4.0084 4.5572 -1.1064
H 4.6719 3.0575 -0.4500
H 3.5672 4.0311 0.5186
H 2.1218 4.1388 -2.8668
H 3.7483 1.4731 0.7978
H 4.4681 -3.1834 -0.2122
H 5.9518 -1.4095 0.9983
H 5.0264 -0.3665 2.0777
H 5.5774 0.2498 0.5210
H 0.7214 -4.5438 0.0551
H 0.1705 -4.8589 -1.5903
H -0.2275 -3.3286 -0.8240
H 3.1006 -5.0672 -0.6157
H 3.7778 -4.3386 -2.0853
H 2.4178 -5.4542 -2.1973
H 0.8618 -2.1387 -2.8709
H 1.3289 -3.6913 -3.5867
H 2.5561 -2.4648 -3.2537
H 1.4420 2.2261 4.9314
H 3.8583 2.7124 4.1947
H 4.0171 3.1085 2.4850
H 4.5040 1.5248 3.0652
H -0.6949 -0.9337 4.5595
H -1.8183 -0.7266 3.2046
H -2.3616 -0.4151 4.8483
H -0.2432 1.1664 6.0490
H -1.9462 1.6120 5.9527
H -0.7148 2.7691 5.4484
H -2.4667 1.4581 2.3821
H -1.8933 2.9596 3.1281
H -3.1019 1.9580 3.9451
H -1.6916 3.2179 -2.7412
H -1.7584 1.4498 -2.5910
H -2.0470 2.2198 -4.1490
H 0.1215 4.3275 -4.1039
H -0.3090 3.2524 -5.4365
H 1.3666 3.3433 -4.8981
H 0.2070 0.0315 -3.6317
H 1.4550 0.8812 -4.5518
H -0.1887 0.7592 -5.1926
Te -2.1557 -1.4284 -1.9175
C -1.7880 -1.9593 -3.9304
C -1.3338 -3.2352 -4.2475
C -1.2842 -3.6503 -5.5727
C -1.7147 -2.8035 -6.5844
C -2.2109 -1.5463 -6.2673
C -2.2562 -1.1284 -4.9440
H -1.0283 -3.9115 -3.4609
H -0.9210 -4.6421 -5.8117
H -1.6829 -3.1303 -7.6157
H -2.5728 -0.8914 -7.0501
H -2.6574 -0.1540 -4.7017

Löwdin population analysis, charges in e, atoms 1 to 99:
1 In 0.661
2 C -0.082
3 C -0.086
4 N 0.070
5 C -0.220
6 C -0.037
7 N 0.122
8 C -0.282
9 C 0.066
10 C -0.118
11 C 0.065
12 C -0.288
13 N -0.012
14 C -0.220
15 C -0.037
16 N 0.122
17 C -0.081
18 C -0.084
19 N 0.070
20 C -0.176
21 C -0.011
22 C -0.123
23 N 0.074
24 C -0.122
25 C -0.008
26 H 0.122
27 H 0.110
28 H 0.123
29 H 0.127
30 H 0.126
31 H 0.123
32 H 0.121
33 H 0.111
34 H 0.116
35 H 0.112
36 H 0.112
37 H 0.118
38 C -0.001
39 C -0.248
40 C 0.038
41 C -0.233
42 N 0.052
43 N 0.039
44 B -0.538
45 N 0.040
46 N 0.052
47 C -0.231
48 C 0.038
49 C -0.247
50 C -0.001
51 C -0.524
52 C -0.052
53 C -0.054
54 C -0.029
55 N 0.021
56 N 0.121
57 C -0.205
58 C 0.026
59 C -0.249
60 C -0.002
61 C -0.516
62 C -0.022
63 C -0.063
64 C -0.023
65 C -0.523
66 C -0.046
67 C -0.054
68 C -0.025
69 H 0.089
70 H 0.088
71 H 0.079
72 H 0.117
73 H 0.105
74 H 0.116
75 H 0.089
76 H 0.078
77 H 0.088
78 H 0.085
79 H 0.092
80 H -0.009
81 H 0.092
82 H 0.091
83 H 0.093
84 H 0.044
85 H 0.086
86 H 0.102
87 H 0.111
88 H 0.089
89 H 0.071
90 H 0.070
91 H 0.098
92 H 0.042
93 H 0.097
94 H 0.091
95 H 0.089
96 H 0.091
97 H 0.041
98 H 0.099
99 H 0.097

Q: The lowest E_tot belongs to which entry?
A: C48H56O24S4

Q: Number 3 is which compound?
A: C48H57BInN12Te

Q: E_tot of number 1 (C48H56O24S4)?
A: -143147.925 eV

Q: Which formula does entry 3 have?
A: C48H57BInN12Te